(1)
12
Properties=species:S:1:pos:R:3 method="wB97M-V/def2-TZVPD" smiles=CC[C@@H](Cl)C#N de_lowest_ev=0.622 homo_lumo_gap_ha=0.441 e_lumo_ev=0.7404 homo_energy_ev=-11.27 fmax_ev_per_a=2.733
C -0.394 0.193 -1.265
C -0.524 0.712 0.115
C 0.269 -0.146 1.190
C 1.440 -0.753 0.467
H 0.603 0.356 -1.633
H -0.222 -0.909 -1.193
H -1.187 0.540 -1.941
H -1.567 0.635 0.418
H -0.254 1.786 0.276
H 0.532 0.452 2.139
N 2.118 -1.350 -0.223
Cl -0.813 -1.517 1.650

---

(2)
12
Properties=species:S:1:pos:R:3 method="wB97M-V/def2-TZVPD" de_lowest_ev=0.194 multiplicity=3 homo_lumo_gap_ha="0.341 / 0.317" e_lumo_ev="0.8950 / -1.2313" homo_energy_ev="-8.39 / -9.86" fmax_ev_per_a=3.600
C -1.440 1.793 0.735
C -0.467 1.031 0.074
C 0.453 -1.895 -0.534
C 1.193 -0.758 0.148
N 0.198 0.126 0.700
Cl -0.074 1.540 -1.621
H -2.054 2.439 0.090
H -1.484 1.746 1.870
H 0.080 -1.865 -1.509
H -0.075 -2.689 -0.191
H 1.773 -1.314 0.860
H 1.897 -0.153 -0.623